Density functional theory data (ωB97M-V with the def2-TZVPD basis set) for a gas-phase ion, C3H9FNO (charge +1).

## Properties
SMILES = CO[C@H](F)C[NH3+]
ΔE to the lowest compared entry with this formula, charge and spin = 83.32 kJ/mol
gap between HOMO and LUMO = 11.5 eV
charge = +1
LUMO level = -3.6 eV

Each line ends with the Mulliken charge.
Positions of all 15 atoms, in Å:
1 C 2.147 -0.013 0.283  -0.81
2 C -1.330 -0.217 -0.682  -0.74
3 C 0.033 0.533 -0.631  0.32
4 N -1.595 -0.404 0.777  -0.21
5 O 0.808 -0.482 0.042  -0.41
6 F 0.083 1.634 0.132  -0.29
7 H 2.628 -0.867 0.407  0.34
8 H 2.246 0.680 1.203  0.27
9 H 2.644 0.476 -0.494  0.38
10 H -2.094 0.406 -1.122  0.40
11 H -1.228 -1.097 -1.275  0.37
12 H 0.516 0.903 -1.681  0.38
13 H -1.561 0.549 1.194  0.35
14 H -0.911 -1.095 0.929  0.34
15 H -2.385 -1.006 0.919  0.31

=====

Density functional theory data (ωB97M-V with the def2-TZVPD basis set) for 14 unconnected molecules or ions with the total composition C22H72N12O22.

## Properties
ΔE to the lowest compared entry with this formula, charge and spin = 20.28 kJ/mol
gap between HOMO and LUMO = 9.6 eV
charge = 0
LUMO level = 0.3 eV

Each line ends with the Mulliken charge.
Positions of all 128 atoms, in Å:
1 C 5.675 -2.045 -2.158  -0.74
2 C 4.735 -0.905 -1.684  -0.16
3 O 3.467 -1.235 -2.187  -0.34
4 O 5.392 -3.134 -1.219  -0.55
5 H 6.774 -1.917 -2.030  0.39
6 H 5.331 -2.282 -3.188  0.25
7 H 5.148 0.084 -2.045  0.33
8 H 4.636 -0.919 -0.567  0.25
9 H 2.781 -0.861 -1.620  0.12
10 H 5.780 -3.959 -1.476  0.24
11 C -3.258 5.260 -1.805  -0.75
12 C -2.772 4.856 -0.435  -0.14
13 O -1.356 4.619 -0.513  -0.31
14 O -3.050 4.353 -2.811  -0.52
15 H -2.976 6.289 -2.127  0.34
16 H -4.326 5.421 -1.613  0.41
17 H -3.323 3.933 -0.109  -0.20
18 H -3.004 5.668 0.250  0.55
19 H -1.427 3.819 -1.105  0.16
20 H -3.506 3.523 -2.553  0.33
21 C 3.486 -3.909 1.920  -0.65
22 C 3.616 -5.104 1.065  -0.50
23 O 3.536 -4.820 -0.305  -0.55
24 O 2.284 -3.192 1.849  -0.58
25 H 4.224 -3.126 1.637  0.36
26 H 3.789 -4.194 2.928  0.37
27 H 2.779 -5.766 1.192  0.31
28 H 4.523 -5.621 1.352  0.38
29 H 3.970 -3.940 -0.527  0.43
30 H 1.505 -3.754 2.090  0.30
31 C -0.522 -5.371 3.378  -0.84
32 C -1.310 -4.390 4.197  -0.23
33 O -2.651 -4.088 3.677  -0.75
34 O 0.036 -4.854 2.220  -0.52
35 H -1.130 -6.260 3.228  0.27
36 H 0.288 -5.638 4.021  0.53
37 H -0.750 -3.462 4.100  0.15
38 H -1.421 -4.745 5.235  0.45
39 H -2.614 -4.036 2.739  0.48
40 H -0.670 -4.477 1.703  0.37
41 C -5.521 1.625 -0.236  -0.36
42 C -4.296 1.004 -0.806  -0.30
43 O -3.101 1.440 -0.163  0.34
44 O -6.599 0.935 -0.785  -0.57
45 H -5.545 2.716 -0.488  0.14
46 H -5.539 1.615 0.836  0.24
47 H -4.202 1.281 -1.853  0.33
48 H -4.412 -0.050 -0.738  0.43
49 H -2.424 1.451 -0.848  -0.36
50 H -6.562 -0.031 -0.604  0.35
51 C 1.073 -2.410 -4.987  -0.10
52 C 1.567 -1.200 -5.874  -0.67
53 O 1.515 0.121 -5.168  -0.61
54 O -0.365 -2.317 -4.985  -0.61
55 H 1.597 -2.312 -4.013  -0.01
56 H 1.393 -3.271 -5.568  0.41
57 H 0.881 -1.165 -6.727  0.37
58 H 2.563 -1.228 -6.253  0.40
59 H 2.051 -0.031 -4.423  0.17
60 H -0.638 -2.937 -4.275  0.46
61 C 0.672 7.213 0.028  -0.62
62 C 1.791 6.432 0.659  -0.28
63 O 1.368 5.043 0.889  -0.37
64 O 0.377 6.607 -1.181  -0.58
65 H 1.009 8.211 -0.111  0.49
66 H -0.158 7.231 0.753  0.17
67 H 1.988 6.898 1.606  0.37
68 H 2.695 6.389 0.009  0.29
69 H 0.867 4.648 0.171  0.15
70 H -0.347 6.013 -1.081  0.45
71 C -0.442 2.608 3.707  -0.77
72 C -1.640 3.301 2.857  0.25
73 O -2.894 2.654 2.754  -0.74
74 O -0.291 1.283 3.253  -0.50
75 H -0.618 2.629 4.796  0.35
76 H 0.521 3.173 3.484  0.30
77 H -1.192 3.571 1.902  -0.32
78 H -1.904 4.198 3.417  0.61
79 H -3.004 2.129 1.936  0.27
80 H -1.010 0.681 3.585  0.36
81 C -3.096 -0.607 4.444  0.75
82 O -1.877 -0.565 4.189  -0.83
83 N -3.673 -1.786 4.828  -0.42
84 N -3.955 0.485 4.301  -0.35
85 H -3.134 -2.609 4.672  0.23
86 H -4.691 -1.945 4.917  0.20
87 H -3.521 1.367 4.040  0.20
88 H -4.941 0.309 4.244  0.19
89 C 0.335 -4.109 -1.923  0.37
90 O -0.477 -3.478 -2.651  -0.77
91 N 1.221 -3.423 -1.195  0.91
92 N 0.264 -5.470 -1.698  -0.45
93 H 1.179 -2.448 -1.244  -0.44
94 H 1.758 -3.782 -0.447  -0.10
95 H 1.205 -5.784 -1.786  0.27
96 H -0.464 -5.844 -2.289  0.31
97 C 1.143 0.159 0.502  -0.82
98 O 1.545 -0.380 -0.592  0.35
99 N 0.386 1.324 0.461  0.82
100 N 1.507 -0.375 1.711  0.43
101 H 0.208 1.617 -0.529  0.24
102 H -0.392 1.376 1.113  -0.61
103 H 1.632 -1.361 1.827  0.13
104 H 1.126 0.098 2.480  0.38
105 C -0.762 1.113 -2.945  -0.12
106 O -1.187 1.785 -2.009  -0.19
107 N -0.895 1.568 -4.250  -0.51
108 N -0.191 -0.115 -2.850  0.68
109 H -0.098 1.231 -4.867  0.26
110 H -1.069 2.563 -4.292  0.33
111 H 0.212 -0.509 -3.673  0.03
112 H 0.196 -0.421 -1.954  -0.67
113 C 4.208 2.598 0.160  0.51
114 O 5.307 2.186 -0.158  -0.68
115 N 3.921 3.343 1.225  -0.33
116 N 3.080 2.327 -0.578  -0.38
117 H 3.025 3.803 1.251  0.14
118 H 4.626 3.875 1.714  0.27
119 H 3.061 1.471 -1.105  0.11
120 H 2.150 2.412 -0.126  0.17
121 C -1.890 -2.669 0.592  0.62
122 O -2.054 -3.801 1.028  -1.00
123 N -2.013 -2.475 -0.722  -0.31
124 N -1.471 -1.584 1.325  0.93
125 H -1.502 -1.739 -1.229  -0.01
126 H -2.036 -3.285 -1.310  0.36
127 H -1.352 -1.748 2.273  0.01
128 H -1.465 -0.670 0.946  -0.57

=====

Density functional theory data (ωB97M-V with the def2-TZVPD basis set) for 2 unconnected molecules or ions with the total composition C4H8NOS.

## Properties
ΔE to the lowest compared entry with this formula, charge and spin = 420.32 kJ/mol
gap between HOMO and LUMO = 8.1 eV
charge = +1
LUMO level = -4.2 eV

Each line ends with the Mulliken charge.
Positions of all 15 atoms, in Å:
1 C 0.615 -1.477 -1.626  -0.07
2 C -0.156 -0.632 -0.888  0.12
3 C 1.424 0.901 0.950  -0.99
4 C -0.313 -0.326 0.568  -0.54
5 N -1.466 0.540 0.859  -0.20
6 O -0.864 0.153 -1.830  -0.45
7 S -0.023 -0.652 -3.080  0.06
8 H 1.422 -2.202 -1.557  0.40
9 H 1.653 0.519 1.950  0.35
10 H 1.975 0.519 0.089  0.31
11 H 1.208 1.892 0.875  0.53
12 H -0.343 -1.255 1.121  0.34
13 H -2.192 -0.108 1.276  0.39
14 H -1.891 0.692 -0.042  0.35
15 H -1.050 1.435 1.336  0.41

=====

Density functional theory data (ωB97M-V with the def2-TZVPD basis set) for a single C4H8ClNO molecule.

## Properties
SMILES = CC(C)(O)/N=C/Cl
ΔE to the lowest compared entry with this formula, charge and spin = 112.62 kJ/mol
gap between HOMO and LUMO = 10.9 eV
charge = 0
LUMO level = 0.9 eV

Each line ends with the Mulliken charge.
Positions of all 15 atoms, in Å:
1 C 0.121 1.837 -0.951  0.04
2 C 0.525 -0.668 1.448  -1.58
3 C -0.192 -1.200 -0.950  -1.60
4 C -0.106 -0.159 0.218  1.26
5 N 0.698 0.953 -0.300  -0.47
6 O -1.404 0.412 0.548  -0.58
7 Cl 1.091 2.974 -1.790  -0.15
8 H -1.004 1.822 -1.185  0.31
9 H 0.840 0.154 1.920  0.51
10 H -0.346 -1.226 1.976  0.34
11 H 1.396 -1.370 1.295  0.33
12 H -0.571 -0.834 -1.873  0.37
13 H -0.681 -2.049 -0.640  0.42
14 H 0.803 -1.459 -1.151  0.44
15 H -1.173 0.814 1.437  0.37

=====

Density functional theory data (ωB97M-V with the def2-TZVPD basis set) for a single C23H25ClN2O2 molecule.

## Properties
SMILES = O[C@@H](COc1cccc2ccccc12)CN1CCN(c2ccc(Cl)cc2)CC1
ΔE to the lowest compared entry with this formula, charge and spin = 146.30 kJ/mol
gap between HOMO and LUMO = 8.1 eV
charge = 0
LUMO level = 0.6 eV

Each line ends with the Mulliken charge.
Positions of all 53 atoms, in Å:
1 O 2.365 -4.336 -0.098  -0.57
2 C 2.069 -2.963 0.039  0.58
3 C 3.340 -2.229 -0.427  -1.05
4 O 3.144 -0.878 -0.749  -0.46
5 C 2.869 0.023 0.232  0.49
6 C 2.936 -0.220 1.582  -0.68
7 C 2.625 0.790 2.504  -0.88
8 C 2.247 2.034 2.089  -1.06
9 C 2.189 2.331 0.711  1.57
10 C 1.815 3.607 0.237  -0.88
11 C 1.773 3.875 -1.102  -0.59
12 C 2.108 2.880 -2.032  -0.72
13 C 2.470 1.632 -1.606  -0.37
14 C 2.513 1.324 -0.232  0.52
15 H 2.730 0.857 -2.310  0.51
16 H 2.077 3.108 -3.088  0.41
17 H 1.487 4.856 -1.453  0.40
18 H 1.565 4.371 0.959  0.40
19 H 1.995 2.805 2.803  0.39
20 H 2.684 0.562 3.559  0.40
21 H 3.234 -1.184 1.961  0.39
22 H 4.135 -2.360 0.317  0.32
23 H 3.665 -2.701 -1.359  0.48
24 C 0.845 -2.560 -0.799  -1.23
25 N 0.281 -1.290 -0.382  0.85
26 C -0.473 -0.651 -1.448  -0.87
27 C -0.967 0.720 -0.976  -0.85
28 N -1.780 0.620 0.215  0.08
29 C -3.144 0.401 0.135  0.84
30 C -3.929 0.439 1.298  -0.15
31 C -5.297 0.284 1.253  -0.86
32 C -5.931 0.094 0.036  0.37
33 C -5.189 0.071 -1.131  -1.01
34 C -3.816 0.220 -1.080  -0.27
35 H -3.273 0.182 -2.010  0.23
36 H -5.680 -0.073 -2.081  0.39
37 Cl -7.650 -0.107 -0.024  -0.23
38 H -5.876 0.318 2.163  0.39
39 H -3.465 0.617 2.255  0.42
40 C -1.003 -0.012 1.259  -0.68
41 H -0.124 0.609 1.456  -0.05
42 C -0.542 -1.402 0.808  -1.07
43 H -1.434 -2.032 0.622  0.34
44 H 0.041 -1.859 1.608  0.61
45 H -1.582 -0.106 2.175  0.40
46 H -0.096 1.329 -0.718  -0.07
47 H -1.514 1.229 -1.768  0.56
48 H -1.336 -1.271 -1.755  0.46
49 H 0.188 -0.518 -2.307  0.54
50 H 0.096 -3.374 -0.740  0.49
51 H 1.159 -2.474 -1.842  0.32
52 H 1.869 -2.733 1.095  0.04
53 H 1.589 -4.853 0.148  0.37

=====

Density functional theory data (ωB97M-V with the def2-TZVPD basis set) for 13 unconnected molecules or ions with the total composition C6H38O13.

## Properties
ΔE to the lowest compared entry with this formula, charge and spin = 239.73 kJ/mol
gap between HOMO and LUMO = 10.1 eV
charge = 0
LUMO level = 0.1 eV

Each line ends with the Mulliken charge.
Positions of all 57 atoms, in Å:
1 O -3.019 -0.056 -1.084  -0.61
2 H -3.571 0.151 -1.849  0.27
3 H -3.577 -0.163 -0.285  0.29
4 O 3.464 3.542 -3.347  -0.63
5 H 3.060 4.375 -3.168  0.30
6 H 2.844 3.212 -4.010  0.31
7 O 0.207 -1.001 0.174  -0.88
8 H -0.280 -0.636 -0.559  0.33
9 H -0.010 -0.567 0.979  0.31
10 O 4.418 1.119 -2.208  -0.57
11 H 4.522 1.957 -2.723  0.31
12 H 5.251 0.705 -2.055  0.26
13 O 2.747 -0.616 -0.874  -0.84
14 H 2.763 0.203 -1.408  0.45
15 H 1.802 -0.755 -0.694  0.36
16 O 0.266 2.997 3.499  -0.68
17 H 1.020 2.479 3.297  0.29
18 H -0.408 2.963 2.800  0.38
19 O 0.819 -0.995 2.728  -0.59
20 H 0.436 -0.763 3.552  0.26
21 H 1.701 -0.565 2.511  0.45
22 C -1.598 -4.431 0.803  -0.69
23 O -1.743 -3.030 0.956  -0.54
24 H -0.577 -4.790 0.994  0.25
25 H -2.366 -4.872 1.499  0.25
26 H -1.851 -4.785 -0.190  0.29
27 H -0.917 -2.604 0.644  0.36
28 C -3.035 1.756 2.112  -0.40
29 O -1.996 2.675 1.688  -0.63
30 H -3.418 1.359 1.215  0.09
31 H -2.557 0.925 2.632  0.23
32 H -3.831 2.277 2.674  0.33
33 H -1.517 2.240 1.015  0.36
34 C 1.539 -2.587 -3.853  -0.75
35 O 1.250 -2.411 -2.517  -0.39
36 H 1.159 -3.560 -4.179  0.26
37 H 1.275 -1.752 -4.518  0.26
38 H 2.614 -2.672 -4.061  0.29
39 H 2.009 -1.925 -2.143  0.39
40 C 3.834 1.566 1.700  -0.60
41 O 3.045 0.372 1.725  -0.56
42 H 4.779 1.430 2.178  0.26
43 H 3.868 1.928 0.666  0.24
44 H 3.394 2.300 2.392  0.22
45 H 3.010 0.038 0.783  0.45
46 C -5.026 -1.556 1.806  -0.69
47 O -3.742 -1.260 1.331  -0.34
48 H -5.628 -0.667 1.990  0.28
49 H -5.555 -2.233 1.151  0.29
50 H -4.948 -2.040 2.818  0.26
51 H -3.143 -2.030 1.123  0.39
52 C -0.232 2.370 -1.729  -0.60
53 O -0.860 1.372 -1.016  -0.36
54 H -0.548 3.391 -1.474  0.31
55 H 0.875 2.214 -1.452  0.09
56 H -0.251 2.252 -2.817  0.31
57 H -1.767 1.154 -1.222  0.32

=====

Density functional theory data (ωB97M-V with the def2-TZVPD basis set) for a single C4H7ClNOP molecule.

## Properties
SMILES = CCN1C=COP1Cl
ΔE to the lowest compared entry with this formula, charge and spin = 0.00 kJ/mol
gap between HOMO and LUMO = 9.1 eV
charge = 0
LUMO level = 0.8 eV

Each line ends with the Mulliken charge.
Positions of all 15 atoms, in Å:
1 C -0.155 0.540 1.629  -0.31
2 C -0.822 -0.301 2.471  -0.33
3 C 0.616 0.182 -2.135  -1.18
4 C 0.099 0.875 -0.863  -0.30
5 N -0.140 0.007 0.280  0.23
6 O -1.371 -1.433 1.862  -0.36
7 P -0.886 -1.504 0.255  0.07
8 Cl 0.791 -2.799 0.429  -0.28
9 H 0.186 1.469 1.846  0.41
10 H -0.794 -0.298 3.494  0.46
11 H -0.138 -0.117 -2.888  0.35
12 H 1.170 1.025 -2.578  0.33
13 H 1.302 -0.657 -2.170  0.33
14 H 0.865 1.505 -0.456  0.32
15 H -0.721 1.505 -1.175  0.23

=====

Density functional theory data (ωB97M-V with the def2-TZVPD basis set) for 2 unconnected molecules or ions with the total composition C2H10O2Si2.

## Properties
ΔE to the lowest compared entry with this formula, charge and spin = 606.82 kJ/mol
gap between HOMO and LUMO = 7.3 eV
charge = 0
LUMO level = -0.1 eV

Each line ends with the Mulliken charge.
Positions of all 16 atoms, in Å:
1 C 1.876 1.284 0.700  -1.20
2 C 1.451 -0.100 1.020  0.22
3 O -2.700 -0.434 1.391  -0.49
4 O 1.577 -0.860 -0.190  -0.14
5 Si -2.690 -0.258 -0.269  0.29
6 Si 0.521 -1.410 -1.205  0.21
7 H 1.665 2.094 1.425  0.36
8 H 2.975 1.374 0.638  0.30
9 H 1.473 1.618 -0.189  0.35
10 H 0.331 -0.015 1.241  -0.01
11 H 1.993 -0.551 1.908  0.24
12 H -3.302 -0.864 1.991  0.33
13 H -3.088 0.917 -1.113  -0.09
14 H -3.827 -1.047 -0.546  -0.16
15 H 0.533 -0.946 -2.645  -0.08
16 H 0.442 -2.823 -1.172  -0.11

=====

Copy entry 1 word for word.
Density functional theory data (ωB97M-V with the def2-TZVPD basis set) for a gas-phase ion, C3H9FNO (charge +1).

## Properties
SMILES = CO[C@H](F)C[NH3+]
ΔE to the lowest compared entry with this formula, charge and spin = 83.32 kJ/mol
gap between HOMO and LUMO = 11.5 eV
charge = +1
LUMO level = -3.6 eV

Each line ends with the Mulliken charge.
Positions of all 15 atoms, in Å:
1 C 2.147 -0.013 0.283  -0.81
2 C -1.330 -0.217 -0.682  -0.74
3 C 0.033 0.533 -0.631  0.32
4 N -1.595 -0.404 0.777  -0.21
5 O 0.808 -0.482 0.042  -0.41
6 F 0.083 1.634 0.132  -0.29
7 H 2.628 -0.867 0.407  0.34
8 H 2.246 0.680 1.203  0.27
9 H 2.644 0.476 -0.494  0.38
10 H -2.094 0.406 -1.122  0.40
11 H -1.228 -1.097 -1.275  0.37
12 H 0.516 0.903 -1.681  0.38
13 H -1.561 0.549 1.194  0.35
14 H -0.911 -1.095 0.929  0.34
15 H -2.385 -1.006 0.919  0.31

=====

Question: Among the records above, which one has the lowest LUMO level?
Answer: C4H8NOS

=====

Question: Which of these has the lowest gap between HOMO and LUMO?
Answer: C2H10O2Si2